Below is 10 unconnected molecules or ions with the total composition C36H72O18, with properties calculated with ωB97M-V with the def2-TZVPD basis set.

Computed properties:
- calculated total energy (eV) = -75352.4188
- charge = 0
- strongest force on any atom (eV Å⁻¹) = 1.45
- SMILES string = COC(=O)OC.COC(=O)OC.COC(=O)OC.COC(=O)OC.C1CCOC1.C1CCOC1.C1CCOC1.C1CCOC1.C1CCOC1.C1CCOC1
- energy relative to the best compared isomer or geometry (same formula, charge and spin) (eV) = 4.752
- molar mass (g mol⁻¹) = 793.0

Last columns: bonded neighbours and bond lengths (Å).
Positions of all 126 atoms, in Å:
1 C 24.000 3.917 3.710  O2 1.425, H7 1.090, H8 1.083, H9 1.092
2 O 24.224 3.909 2.303  C1 1.425, C3 1.321
3 C 23.192 3.962 1.480  O2 1.321, O4 1.208, O5 1.332
4 O 22.031 4.074 1.794  C3 1.208
5 O 23.665 3.829 0.242  C3 1.332, C6 1.405
6 C 22.764 3.924 -0.832  O5 1.405, H10 1.086, H11 1.095, H12 1.092
7 H 23.446 4.799 4.032  C1 1.090
8 H 24.980 3.877 4.170  C1 1.083
9 H 23.427 3.044 4.031  C1 1.092
10 H 23.321 3.751 -1.748  C6 1.086
11 H 22.344 4.934 -0.896  C6 1.095
12 H 21.901 3.256 -0.825  C6 1.092
13 C 19.325 10.202 3.121  O14 1.422, H19 1.091, H20 1.091, H21 1.088
14 O 20.514 9.714 2.513  C13 1.422, C15 1.334
15 C 20.343 8.958 1.427  O14 1.334, O16 1.198, O17 1.330
16 O 19.314 8.833 0.827  C15 1.198
17 O 21.505 8.377 1.141  C15 1.330, C18 1.431
18 C 21.558 7.709 -0.123  O17 1.431, H22 1.091, H23 1.083, H24 1.091
19 H 18.780 9.424 3.656  C13 1.091
20 H 18.660 10.666 2.392  C13 1.091
21 H 19.617 10.963 3.843  C13 1.088
22 H 20.851 6.879 -0.135  C18 1.091
23 H 22.573 7.360 -0.268  C18 1.083
24 H 21.275 8.399 -0.920  C18 1.091
25 C 16.112 9.340 7.019  O26 1.423, H31 1.092, H32 1.084, H33 1.092
26 O 17.312 9.984 7.433  C25 1.423, C27 1.332
27 C 18.455 9.464 6.989  O26 1.332, O28 1.209, O29 1.328
28 O 18.564 8.669 6.084  C27 1.209
29 O 19.461 10.045 7.631  C27 1.328, C30 1.448
30 C 20.794 9.636 7.237  O29 1.448, H34 1.079, H35 1.089, H36 1.089
31 H 16.186 8.882 6.030  C25 1.092
32 H 15.330 10.090 6.978  C25 1.084
33 H 15.863 8.543 7.721  C25 1.092
34 H 21.460 10.147 7.914  C30 1.079
35 H 20.968 9.915 6.199  C30 1.089
36 H 20.865 8.549 7.259  C30 1.089
37 C 17.017 2.321 7.454  O38 1.423, H43 1.087, H44 1.091, H45 1.085
38 O 16.811 2.131 6.059  C37 1.423, C39 1.336
39 C 17.839 1.874 5.244  O38 1.336, O40 1.198, O41 1.327
40 O 18.992 1.777 5.553  C39 1.198
41 O 17.425 1.686 3.997  C39 1.327, C42 1.420
42 C 16.056 1.439 3.708  O41 1.420, H46 1.085, H47 1.086, H48 1.096
43 H 16.411 1.618 8.019  C37 1.087
44 H 16.638 3.324 7.660  C37 1.091
45 H 18.060 2.268 7.748  C37 1.085
46 H 15.888 1.305 2.645  C42 1.085
47 H 15.386 2.194 4.110  C42 1.086
48 H 15.802 0.489 4.193  C42 1.096
49 C 21.124 0.254 1.640  C50 1.527, C53 1.540, H54 1.090, H55 1.092
50 C 22.223 -0.574 0.977  C49 1.527, C51 1.516, H56 1.090, H57 1.096
51 C 23.479 0.105 1.487  C50 1.516, O52 1.418, H58 1.107, H59 1.088
52 O 23.192 0.446 2.833  C51 1.418, C53 1.448
53 C 21.779 0.743 2.944  C49 1.540, O52 1.448, H60 1.090, H61 1.088
54 H 20.251 -0.370 1.833  C49 1.090
55 H 20.790 1.104 1.043  C49 1.092
56 H 22.174 -0.675 -0.107  C50 1.090
57 H 22.182 -1.598 1.365  C50 1.096
58 H 23.649 1.029 0.902  C51 1.107
59 H 24.414 -0.452 1.450  C51 1.088
60 H 21.711 1.822 3.078  C53 1.090
61 H 21.397 0.208 3.811  C53 1.088
62 C 18.880 3.362 -0.121  C63 1.522, C66 1.525, H67 1.092, H68 1.091
63 C 18.435 2.030 -0.709  C62 1.522, C64 1.548, H69 1.093, H70 1.090
64 C 16.940 1.930 -0.323  C63 1.548, O65 1.411, H71 1.100, H72 1.090
65 O 16.596 3.171 0.256  C64 1.411, C66 1.429
66 C 17.776 3.673 0.886  C62 1.525, O65 1.429, H73 1.098, H74 1.090
67 H 18.892 4.161 -0.865  C62 1.092
68 H 19.865 3.356 0.348  C62 1.091
69 H 18.974 1.200 -0.243  C63 1.093
70 H 18.570 1.877 -1.780  C63 1.090
71 H 16.788 1.094 0.376  C64 1.100
72 H 16.270 1.774 -1.168  C64 1.090
73 H 17.860 3.172 1.860  C66 1.098
74 H 17.624 4.735 1.079  C66 1.090
75 C 19.877 6.142 7.871  C76 1.528, C79 1.522, H80 1.088, H81 1.091
76 C 20.497 6.615 9.185  C75 1.528, C77 1.523, H82 1.090, H83 1.094
77 C 19.621 5.936 10.230  C76 1.523, O78 1.436, H84 1.102, H85 1.092
78 O 18.969 4.834 9.580  C77 1.436, C79 1.427
79 C 19.470 4.725 8.249  C75 1.522, O78 1.427, H86 1.084, H87 1.097
80 H 20.547 6.160 7.013  C75 1.088
81 H 18.949 6.652 7.607  C75 1.091
82 H 20.526 7.703 9.256  C76 1.090
83 H 21.537 6.282 9.251  C76 1.094
84 H 18.839 6.639 10.556  C77 1.102
85 H 20.106 5.621 11.156  C77 1.092
86 H 18.657 4.346 7.640  C79 1.084
87 H 20.333 4.047 8.232  C79 1.097
88 C 24.421 10.467 3.508  C89 1.540, C92 1.514, H93 1.088, H94 1.091
89 C 25.161 11.345 4.533  C88 1.540, C90 1.536, H95 1.087, H96 1.092
90 C 24.189 11.328 5.721  C89 1.536, O91 1.422, H97 1.096, H98 1.090
91 O 23.431 10.130 5.601  C90 1.422, C92 1.440
92 C 23.812 9.415 4.410  C88 1.514, O91 1.440, H99 1.083, H100 1.095
93 H 25.097 10.043 2.767  C88 1.088
94 H 23.646 11.062 3.022  C88 1.091
95 H 25.367 12.329 4.119  C89 1.087
96 H 26.099 10.845 4.786  C89 1.092
97 H 23.512 12.184 5.621  C90 1.096
98 H 24.713 11.348 6.676  C90 1.090
99 H 22.923 8.959 3.993  C92 1.083
100 H 24.573 8.680 4.696  C92 1.095
101 C 19.217 5.052 4.407  C102 1.525, C105 1.516, H106 1.090, H107 1.095
102 C 19.591 6.302 3.617  C101 1.525, C103 1.522, H108 1.090, H109 1.099
103 C 20.799 6.833 4.374  C102 1.522, O104 1.432, H110 1.093, H111 1.091
104 O 21.462 5.665 4.873  C103 1.432, C105 1.433
105 C 20.601 4.528 4.734  C101 1.516, O104 1.433, H112 1.092, H113 1.091
106 H 18.614 4.362 3.816  C101 1.090
107 H 18.682 5.280 5.334  C101 1.095
108 H 18.766 6.989 3.422  C102 1.090
109 H 19.953 6.009 2.622  C102 1.099
110 H 20.474 7.523 5.157  C103 1.093
111 H 21.475 7.362 3.700  C103 1.091
112 H 20.599 3.961 5.668  C105 1.092
113 H 20.936 3.862 3.938  C105 1.091
114 C 13.979 5.195 3.829  C115 1.531, C118 1.522, H119 1.093, H120 1.093
115 C 15.412 4.939 4.303  C114 1.531, C116 1.552, H121 1.093, H122 1.087
116 C 15.892 6.362 4.697  C115 1.552, O117 1.411, H123 1.095, H124 1.098
117 O 14.820 7.254 4.481  C116 1.411, C118 1.432
118 C 14.003 6.671 3.459  C114 1.522, O117 1.432, H125 1.095, H126 1.088
119 H 13.255 5.051 4.634  C114 1.093
120 H 13.650 4.535 3.023  C114 1.093
121 H 16.035 4.571 3.485  C115 1.093
122 H 15.460 4.240 5.133  C115 1.087
123 H 16.802 6.697 4.189  C116 1.095
124 H 16.203 6.341 5.749  C116 1.098
125 H 14.414 6.854 2.460  C118 1.095
126 H 13.036 7.161 3.554  C118 1.088